Record 1
{
  "formula": "C5H8O",
  "method": "the ωB97M-V functional and the def2-TZVPD basis",
  "orbital_gap_ha": [0.2788, 0.2789],
  "e_homo_ev": [-8.17, -8.17],
  "relative_energy_ev": 4.255,
  "charge": 0,
  "symbols": ["C", "C", "C", "C", "C", "O", "H", "H", "H", "H", "H", "H", "H", "H"],
  "xyz": [[1.9836, 1.1511, 0.3811], [0.6433, 0.9444, 1.0065], [-0.4572, 0.4024, 0.4351], [-0.6166, 0.1010, -0.9581], [-1.5164, -1.0506, -1.1939], [-1.7398, -1.9936, -0.1520], [2.3273, 2.1851, 0.5067], [2.7240, 0.5205, 0.8921], [1.9798, 0.8905, -0.6786], [-1.2767, 0.1552, 1.1175], [0.5881, 1.1752, 2.0711], [-1.2734, -1.5664, -2.1359], [-2.4920, -0.5680, -1.3825], [-0.8741, -2.3468, 0.0911]]
}

***

Record 2
{
  "formula": "C5H8O",
  "method": "the ωB97M-V functional and the def2-TZVPD basis",
  "smiles": "C[C@@H]1C=CCO1",
  "orbital_gap_ha": 0.3779,
  "e_homo_ev": -9.14,
  "relative_energy_ev": 1.111,
  "charge": 0,
  "symbols": ["C", "C", "C", "C", "C", "H", "H", "H", "H", "H", "H", "H", "H", "O"],
  "xyz": [[-1.8890, -0.1395, -0.2949], [-0.5847, -0.1152, 0.4747], [1.5735, -0.7809, -0.0651], [1.4688, 0.6965, -0.1648], [0.2745, 1.1256, 0.1964], [-2.4853, -1.0545, -0.1176], [-1.6968, -0.1301, -1.3694], [-2.5331, 0.7173, 0.0307], [-0.7940, -0.1849, 1.5632], [2.0105, -1.1881, -0.9856], [2.2061, -1.1071, 0.7796], [2.3411, 1.2940, -0.4171], [-0.1245, 2.1116, 0.2359], [0.2329, -1.2450, 0.1342]]
}

***

Record 3
{
  "formula": "C5H8O",
  "method": "the ωB97M-V functional and the def2-TZVPD basis",
  "orbital_gap_ha": 0.3738,
  "e_homo_ev": -9.04,
  "relative_energy_ev": 3.252,
  "charge": 0,
  "symbols": ["C", "C", "C", "C", "O", "C", "H", "H", "H", "H", "H", "H", "H", "H"],
  "xyz": [[-1.6101, 0.2696, 0.2096], [-2.8420, -0.2214, 0.2748], [1.7600, 0.6426, -0.6980], [1.5110, -0.8346, -0.5358], [1.6111, -0.6440, 0.9134], [1.8311, 0.6890, 0.6336], [-1.2600, 0.8297, -0.6550], [-0.8879, 0.1203, 1.0095], [-3.1883, -0.7777, 1.1425], [-3.5573, -0.0843, -0.5325], [0.5161, -1.2088, -0.7952], [2.2933, -1.5167, -0.8800], [1.9877, 1.4026, 1.4357], [1.8354, 1.3337, -1.5227]]
}

***

Record 4
{
  "formula": "C5H8O",
  "method": "the ωB97M-V functional and the def2-TZVPD basis",
  "smiles": "C/C=C(\\C)C=O",
  "orbital_gap_ha": 0.3539,
  "e_homo_ev": -9.32,
  "relative_energy_ev": 1.780,
  "charge": 0,
  "symbols": ["C", "C", "C", "C", "C", "H", "H", "H", "H", "H", "H", "H", "H", "O"],
  "xyz": [[2.1277, -0.8137, -0.0467], [0.6085, -0.7902, 0.0926], [-0.1010, 0.3764, 0.0616], [0.4797, 1.7196, -0.0571], [-1.5854, 0.1866, 0.0413], [2.5315, -1.8170, -0.4083], [2.6649, -0.6001, 0.9958], [2.4916, 0.0472, -0.7522], [0.1364, -1.7435, 0.2018], [1.4749, 1.7350, -0.7181], [0.7311, 2.0110, 1.0571], [-0.2053, 2.6094, -0.2999], [-2.2023, 1.0651, 0.0922], [-2.1000, -0.9225, -0.0897]]
}